This record from OMol25 describes one molecule with the formula H4N2 in a non-equilibrium geometry. The level of theory is ωB97M-V/def2-TZVPD.

Element x y z (Å)
N1 0.25955 0.37254 -0.57560
H1 -0.89384 -1.03537 0.40110
H2 -0.16067 -0.00344 -1.45087
N2 -0.20830 -0.30938 0.62674
H3 0.06546 1.31467 -0.33171
H4 0.63032 -0.71799 1.02352

Forces on the atoms, in the same order (eV/Å):
-0.1 -1.4 0.1
0.5 0.3 0.1
0.3 0.9 1.2
0.1 -0.3 -0.5
-0.4 0.9 -1.0
-0.4 -0.4 0.0

Results
Total charge = 0
Total energy = -111.85696 a.u.
ΔE to the lowest compared entry with this formula, charge and spin = 0.2238 eV
Frontier orbital gap = 10.16 eV
SMILES = NN
Molecular weight = 32.05 g/mol

=====

This record from OMol25 describes C25H34N7O2S3Sr as an isolated structure in a non-equilibrium geometry. The level of theory is ωB97M-V/def2-TZVPD.

Element x y z (Å)
C1 -1.22426 1.78476 -3.59621
N1 -0.63545 3.12858 -3.32734
H1 2.16387 -1.64876 2.37224
N2 4.20074 -2.69305 0.14767
H2 3.79846 -3.40390 -1.77382
H3 3.28592 -1.18931 -1.04721
N3 1.56998 1.53206 1.72485
C2 4.11399 -3.17445 1.52519
C3 -0.17313 1.29944 5.54746
C4 -1.50054 3.12896 -0.99148
H4 -1.88846 -1.03855 3.82589
H5 -1.33969 3.82492 -3.56136
C5 1.50816 -3.05841 -0.58919
H6 0.48655 -3.37797 -0.35541
H7 -4.31429 4.82382 -0.10239
S1 3.26102 3.11497 3.06455
N4 2.39554 -4.21346 -0.44812
C6 0.58114 3.33056 -4.15998
H8 5.58117 2.34395 1.34115
C7 -1.58819 -0.44277 4.67781
H9 0.98129 4.32431 -3.96442
H10 0.31504 3.22824 -5.21126
H11 4.79437 -4.02085 1.65144
H12 -2.23300 5.12140 -1.41159
H13 -1.49090 1.74316 -4.65234
H14 1.54671 -2.67919 -1.61422
C8 -3.59229 4.01859 -0.17346
H15 -0.44561 1.04906 -3.35081
H16 1.29328 2.54632 -3.85388
H17 -3.02686 0.90567 1.00512
H18 0.84311 -2.74579 1.96524
H19 3.57956 -0.75231 0.64308
C9 -0.29739 3.35065 -1.86090
C10 0.00630 0.59668 3.09290
H20 5.51681 3.72045 0.22115
N5 2.75773 -3.60163 1.88665
H21 3.02129 -5.50867 1.07080
C11 3.27906 -1.56825 -0.02068
Sr1 0.43676 -0.02589 -0.14210
C12 3.76345 -3.76658 -0.74567
H22 4.44058 -4.61833 -0.64098
H23 5.30588 4.30311 2.78096
N6 1.88289 -1.95573 0.31722
C13 -3.79090 2.82000 0.50008
H24 4.41991 -2.37214 2.19992
O1 -0.42329 -0.16227 2.18682
C14 -2.18737 -0.60791 5.91369
C15 2.60897 2.26102 1.65138
H25 -2.23223 0.07876 7.95170
H26 0.51200 2.64409 -1.65333
O2 0.78534 2.23061 5.43889
C16 2.35347 -4.65215 0.94912
H27 0.07690 4.37734 -1.81979
S2 1.75028 0.42935 -2.51919
H28 -0.44801 1.76556 7.60819
C17 -0.58070 0.49572 4.46743
N7 0.99058 1.48540 2.98224
H29 4.03526 4.95632 1.72439
H30 -2.09786 1.65222 -2.96455
C18 -1.65038 1.89281 -0.32717
H31 1.33473 -4.96574 1.18975
H32 -4.68765 2.68352 1.09744
C19 -1.77436 0.19084 6.97577
S3 3.49071 2.47243 0.14226
C20 -2.83731 1.80872 0.42703
C21 4.48953 4.04196 2.10644
H33 -2.96822 -1.34495 6.05057
C22 -2.43009 4.17134 -0.91336
C23 1.86329 -2.45718 1.70196
H34 1.09909 2.18368 4.48987
C24 -0.78060 1.13326 6.79461
C25 4.95811 3.15796 0.96932

Forces on the atoms, in the same order (eV/Å):
-0.1 -0.1 0.0
0.1 0.0 0.0
0.0 0.0 0.0
0.0 0.0 0.0
0.0 0.0 0.0
0.0 0.0 0.0
0.1 -0.2 0.0
0.0 0.0 0.0
0.0 0.0 0.0
-0.1 0.0 0.1
0.0 0.0 0.0
0.0 0.0 0.0
0.0 -0.1 -0.1
0.0 0.0 0.0
0.0 0.0 0.0
0.0 0.0 -0.1
0.0 0.0 0.0
0.1 -0.1 0.0
0.0 0.0 0.0
0.0 0.0 0.0
0.0 0.0 0.0
0.0 0.0 0.0
0.0 0.0 0.0
0.0 0.0 0.0
0.0 0.0 0.0
0.0 0.0 0.0
0.0 0.0 0.0
0.1 0.0 0.0
-0.1 0.0 0.0
0.0 0.0 0.0
0.0 0.0 0.0
0.0 0.0 0.0
0.0 -0.1 0.1
0.2 0.0 0.0
0.0 0.0 0.0
0.0 0.0 0.0
0.0 0.0 0.0
0.1 0.1 0.1
-1.2 1.6 -0.5
0.0 0.0 0.0
0.0 0.0 0.0
0.0 0.0 0.0
0.8 -1.1 0.3
0.0 0.0 0.0
0.0 0.0 0.0
0.1 -0.1 0.2
0.0 0.0 0.0
-0.1 0.1 0.2
0.0 0.0 0.0
0.0 0.0 -0.1
0.0 0.0 0.1
0.0 0.0 0.0
0.0 0.0 0.0
0.0 -0.1 -0.1
0.0 0.0 0.0
-0.1 0.0 0.0
0.0 0.0 0.0
0.0 0.0 0.0
0.0 0.0 0.0
0.1 0.0 -0.1
0.0 0.0 0.0
0.0 0.0 0.0
0.0 0.0 0.0
0.1 0.0 0.0
0.0 0.0 0.0
0.0 0.0 0.1
0.0 0.0 0.0
0.0 0.0 0.0
0.0 0.0 0.1
0.0 0.0 0.0
0.0 0.0 0.0
-0.1 0.0 0.0

Results
Total charge = -1
Total energy = -2732.13159 a.u.
ΔE to the lowest compared entry with this formula, charge and spin = 1.5834 eV
Frontier orbital gap = 5.24 eV
Molecular weight = 648.42 g/mol

=====

This record from OMol25 describes a 10-piece molecular cluster, H22NO9 overall in a non-equilibrium geometry. The level of theory is ωB97M-V/def2-TZVPD.

Element x y z (Å)
H1 -2.87844 -1.78537 1.07465
H2 3.14868 -2.22393 -2.20260
H3 -2.52116 0.82827 -1.85450
H4 -0.11757 2.43885 2.76987
H5 1.95360 -1.54007 -1.50320
O1 2.86685 -1.87653 -1.34931
N1 -0.10547 0.09892 0.62269
H6 1.56581 3.21919 -1.08007
H7 3.02946 -0.32977 -0.38380
H8 0.18540 -1.59422 -2.16979
O2 1.46934 -1.96404 1.85780
O3 -2.32356 1.17897 -0.97860
O4 -4.82379 -0.48277 -0.00989
H9 0.87943 -2.71769 1.97742
H10 2.35091 -2.35038 1.79474
H11 3.58664 0.89381 0.36541
O5 1.13652 2.55642 -1.62991
H12 -2.20568 2.12682 -1.11873
H13 -3.01065 -0.69781 2.13781
H14 -0.06172 1.11168 0.86309
H15 -4.71249 -1.43870 -0.00894
O6 2.76667 0.51769 0.02730
H16 1.28385 2.69023 2.21305
H17 0.58805 -0.31807 1.25454
H18 1.69279 1.77144 -1.53616
O7 0.51298 -0.68466 -2.09626
H19 -3.92748 -0.11804 -0.02235
H20 0.20641 -0.08406 -0.33482
O8 0.38925 2.44520 1.94759
H21 -1.06434 -0.22880 0.86183
H22 0.52081 -0.35273 -3.00522
O9 -2.38113 -1.08986 1.51636

Forces on the atoms, in the same order (eV/Å):
0.1 0.0 0.1
0.2 0.0 0.1
0.0 0.1 0.0
0.0 0.1 -0.1
1.0 -0.2 -0.1
-0.7 0.0 0.1
0.2 0.7 0.9
0.0 0.0 -0.1
0.1 0.2 0.0
-0.2 0.2 -0.1
-0.1 -0.2 0.0
0.0 -0.1 0.0
0.2 -0.1 0.1
0.1 0.0 0.1
0.0 0.1 0.0
0.0 0.0 0.0
-0.1 -0.2 0.0
0.0 -0.1 0.0
0.0 0.0 -0.1
0.2 -0.4 -0.6
-0.2 0.0 -0.2
0.1 -0.1 0.0
0.0 0.0 -0.1
-0.1 -0.4 -0.1
0.1 0.1 0.2
-0.3 -0.5 -0.3
-0.1 0.2 -0.2
-0.5 0.3 0.0
0.0 0.2 0.4
0.5 -0.2 -0.5
0.0 0.2 0.2
-0.3 -0.1 0.4

Results
Total charge = +1
Total energy = -744.91297 a.u.
ΔE to the lowest compared entry with this formula, charge and spin = 1.1668 eV
Frontier orbital gap = 11.06 eV
Molecular weight = 180.17 g/mol

=====

This record from OMol25 describes C27H28AuClNO3P2 as an isolated structure in a non-equilibrium geometry. The level of theory is ωB97M-V/def2-TZVPD.

Element x y z (Å)
C1 4.40368 0.43235 -1.26512
C2 -5.14655 -0.49613 2.44467
C3 -4.84736 -1.86002 0.38783
C4 6.74016 0.32520 -0.61417
C5 6.41588 0.88359 0.63653
C6 -3.03121 -1.01628 -2.75061
H1 0.85702 3.42936 -0.22601
C7 -2.81237 2.63844 0.55013
H2 -5.40137 -2.68497 0.83871
C8 2.61757 1.17624 0.37410
H3 -5.18221 0.79574 4.17149
C9 -3.18457 -2.19805 -3.46143
P1 -1.01716 2.26758 0.68061
O1 1.79714 1.21647 -0.61231
H4 -1.09038 1.89362 3.06022
H5 1.53249 1.22267 -2.98402
H6 -5.11594 -3.99902 -1.28004
H7 -3.02657 2.66547 -0.52765
H8 1.32330 -1.62102 -2.84874
H9 0.07379 2.24485 -3.06005
H10 -2.02398 0.09183 -4.31056
C10 0.26374 -1.58616 -3.13810
C11 0.49127 1.26584 -3.32422
C12 -4.54127 -3.16831 -1.70345
C13 -3.99596 0.41024 0.46262
O2 2.33667 1.26520 1.59670
C14 -4.85060 0.66620 3.13851
H11 -5.70756 -1.31108 2.91450
C15 -3.94689 -3.26647 -2.95072
C16 5.72962 0.11607 -1.57442
H12 7.20255 1.06018 1.36422
H13 -2.97447 3.62008 1.01501
H14 0.44466 1.12674 -4.41377
H15 5.99128 -0.30081 -2.54267
C17 -3.67806 1.58782 1.20877
C18 -2.12264 0.09607 -3.21796
N1 -3.44685 0.24137 -0.75682
C19 0.28324 -0.42971 1.68525
H16 -3.85038 2.59299 3.08648
C20 -4.10523 1.69211 2.52459
H17 -2.50905 1.06002 -2.86382
H18 0.51891 2.45069 2.48527
C21 4.06510 0.94474 -0.00025
C22 -4.70989 -0.66746 1.10177
H19 -4.04761 -4.17708 -3.54458
H20 -0.84436 3.62938 2.64851
C23 -0.56765 2.59406 2.39575
P2 -0.43939 -0.04415 -2.49979
H21 -0.55004 3.51206 -1.33000
H22 -2.68754 -2.29620 -4.42888
H23 4.81234 1.60046 1.90146
Au1 -0.47224 0.03090 -0.09668
H24 0.18437 -1.62537 -4.23380
C24 -3.68594 -0.86529 -1.48938
Cl1 8.35590 -0.10373 -0.97112
H25 -0.25748 -2.44595 -2.69868
C25 -4.40906 -1.98098 -0.93122
H26 -0.50770 4.54987 0.14174
H27 3.61822 0.27985 -2.00376
C26 5.08184 1.18294 0.93344
C27 -0.22955 3.57380 -0.28177
H28 -1.45405 -1.33605 0.28516
O3 0.58610 -0.80489 2.72490

Forces on the atoms, in the same order (eV/Å):
0.4 0.1 0.3
0.0 0.5 0.7
-0.8 0.1 -0.1
-1.5 0.4 0.3
-0.3 -0.2 -0.5
0.1 -0.4 -0.5
-0.3 0.1 -0.1
-0.3 -0.6 -0.1
0.3 0.1 0.0
0.4 -0.1 1.3
0.1 -0.1 -0.4
0.4 1.1 0.3
-0.4 1.1 0.1
-0.5 -0.1 0.4
0.1 0.2 -0.1
-0.3 0.1 -0.1
0.3 0.3 -0.2
0.0 0.2 0.3
-0.3 -0.1 -0.1
0.1 -0.2 -0.1
0.0 0.1 0.2
0.1 -0.2 0.0
0.2 0.1 -0.1
0.1 -0.4 -0.7
0.5 -1.2 -0.3
-0.3 0.1 -1.6
-0.5 -1.1 -0.1
0.2 0.4 -0.1
-0.7 -0.4 0.9
0.1 0.2 0.5
-0.1 0.0 -0.1
0.1 -0.1 -0.2
0.0 0.1 0.3
0.0 0.1 0.2
-0.1 0.2 0.6
-0.1 -0.2 0.0
-0.6 0.5 -0.3
2.0 -1.1 4.0
-0.1 -0.2 -0.1
0.5 0.3 -1.1
0.0 -0.1 -0.3
-0.2 0.0 0.0
0.4 -0.1 -0.4
0.4 0.4 -0.2
0.0 0.3 0.3
0.0 -0.3 -0.1
0.2 -0.3 0.1
-0.3 0.0 -0.1
0.1 0.1 0.3
-0.2 0.0 0.2
0.1 -0.1 -0.2
0.2 -0.2 -1.1
0.0 0.0 0.3
0.2 -0.2 1.2
0.4 -0.1 -0.1
0.1 0.2 -0.1
0.5 0.4 -0.2
0.0 -0.2 -0.1
0.2 0.0 0.2
0.1 -0.1 -0.2
0.3 0.0 -0.1
-0.2 0.2 -0.3
-1.1 0.8 -2.4

Results
Total charge = +1
Total energy = -2604.48224 a.u.
Spin multiplicity = 3
Frontier orbital gap (spin up / spin down) = 6.79 / 4.41 eV
Molecular weight = 708.89 g/mol

=====

This record from OMol25 describes one molecule with the formula C2H4NP in a non-equilibrium geometry. The level of theory is ωB97M-V/def2-TZVPD.

Element x y z (Å)
C1 1.52112 0.71267 -1.34130
H1 1.58164 1.48628 -2.13705
P1 -1.89635 -0.68578 0.80028
H2 -1.26657 -2.02230 0.88163
H3 2.21248 -0.00507 -1.02923
H4 -1.83789 -0.49627 2.29137
N1 -0.64408 0.45851 0.77450
C2 0.32965 0.55197 -0.24019

Forces on the atoms, in the same order (eV/Å):
-6.5 0.1 5.0
-0.5 -0.9 1.0
-0.6 -0.9 2.1
0.0 1.1 -0.2
1.4 -0.6 0.0
-0.7 -0.7 -1.4
8.2 1.3 -7.3
-1.1 0.7 0.7

Results
Total charge = 0
Total energy = -474.51858 a.u.
ΔE to the lowest compared entry with this formula, charge and spin = 4.2209 eV
Frontier orbital gap (spin up / spin down) = 8.71 / 8.71 eV
SMILES = C=C=NP
Molecular weight = 73.03 g/mol

=====

This record from OMol25 describes C33H20Br2Cl2HoIN4O7S as an isolated structure in a non-equilibrium geometry. The level of theory is ωB97M-V/def2-TZVPD.

Element x y z (Å)
I1 -2.29645 -1.37637 -1.44051
Cl1 0.16609 0.95663 -2.65922
N1 1.49332 -1.57756 -1.19142
H1 2.92534 2.80126 5.88314
Cl2 3.33560 -4.58518 -2.67275
O1 5.62539 -0.64842 -2.07792
H2 -0.60610 -2.05571 -6.44418
H3 4.96237 0.06711 -1.69111
Br1 -2.26758 7.29230 1.56904
C1 -1.11894 -5.10482 -0.67369
O2 -1.85982 -0.09254 2.66052
C2 -2.10179 4.43858 1.87592
C3 5.08678 -1.83978 -2.12710
H4 -0.28591 3.86398 -1.46187
C4 -1.14701 5.28310 -0.15774
S1 -2.16919 -0.89177 1.46804
C5 3.63176 -1.94322 -1.82898
C6 -2.24121 -2.48147 -3.49648
C7 -0.71517 -5.32846 -3.02474
C8 -1.02643 2.85532 0.30445
N2 1.59476 -2.81643 -1.67609
C9 -3.15812 -3.40631 -3.95632
H5 -3.94848 -4.58025 -5.56225
C10 -1.32843 -2.44630 -5.74199
H6 1.12688 -1.54150 4.83151
C11 1.63601 2.95786 2.23163
C12 0.24264 -4.33446 -2.96250
Br2 -4.43057 -4.09861 -2.72575
C13 2.69654 -1.02605 -1.27553
C14 1.86155 0.47610 4.98587
C15 2.65500 4.01246 4.14472
O3 -0.16832 -2.58164 3.01325
H7 -0.92827 -5.79357 -3.97312
H8 -2.14862 -6.48780 -1.93951
C16 0.81041 -0.42513 3.03579
C17 1.27379 -0.58273 4.35883
H9 -2.62424 4.60833 2.80903
C18 -3.19786 -3.86359 -5.26166
H10 -1.65296 -5.40583 0.21401
N3 -2.41663 0.01137 0.29914
H11 -2.31000 -3.69084 -7.19844
C19 1.99259 1.69736 4.28968
C20 0.53161 -3.74508 -1.74065
C21 -1.78819 5.48779 1.04206
C22 -1.31536 -2.01360 -4.42815
O4 1.96506 0.89785 -0.14714
C23 2.86444 -3.07390 -2.06322
N4 0.91751 0.69177 2.35745
C24 -1.71920 3.15841 1.49791
H12 3.08183 4.89922 4.59642
H13 -0.59898 -1.27478 -4.09632
C25 2.90462 0.38860 -0.78295
C26 2.56288 2.85176 4.86317
H14 1.28613 2.98148 1.20862
H15 2.22253 0.40298 6.00479
H16 -0.92618 6.11270 -0.81760
H17 2.30059 4.97117 2.24881
C27 -2.27630 -3.36661 -6.16629
O5 4.00264 0.93698 -1.00959
C28 -0.78916 3.98594 -0.50579
O6 -0.10526 -1.44558 1.10165
O7 5.73041 -2.83071 -2.41063
C29 -1.39227 -5.71951 -1.88423
H18 0.07773 -3.65073 0.35240
C30 -0.14783 -4.12279 -0.59125
H19 0.76160 -4.00228 -3.84725
C31 2.19860 4.05734 2.81698
Ho1 -0.24781 0.51460 -0.16004
H20 -1.97395 2.35396 2.18342
C32 0.12739 -1.58869 2.35984
C33 1.50188 1.75323 2.95392

Forces on the atoms, in the same order (eV/Å):
-1.2 -1.8 -3.1
-0.1 0.4 -0.5
0.0 0.6 0.3
0.0 0.0 0.0
0.1 -0.2 0.0
-0.1 0.5 0.2
0.1 0.1 -0.1
0.1 -0.3 -0.1
0.1 -0.3 -0.1
0.0 -0.1 0.0
-0.3 -0.4 0.4
-0.1 0.0 0.2
0.0 -0.2 0.0
0.0 -0.1 0.0
0.0 0.2 -0.1
-2.4 0.9 1.4
-0.3 -0.2 -0.1
0.1 0.5 0.6
0.1 -0.1 -0.1
0.1 0.3 0.1
0.7 0.1 -0.2
0.2 0.3 0.3
0.0 -0.1 0.0
0.1 0.0 -0.1
0.0 0.0 0.0
0.1 0.2 -0.2
0.0 0.1 0.2
-0.4 -0.2 0.1
0.0 -0.4 -0.1
-0.1 -0.1 -0.2
0.1 -0.1 0.3
0.3 0.2 -0.2
-0.1 0.0 -0.2
-0.1 -0.1 0.0
0.2 0.2 0.0
0.1 0.1 0.1
0.0 0.0 0.0
-0.1 0.0 0.0
-0.1 0.0 0.1
-0.4 -0.1 0.9
0.0 0.0 0.0
-0.2 -0.1 -0.3
-0.6 -0.5 0.0
-0.2 0.5 0.1
-0.1 0.1 0.2
0.0 0.2 0.2
0.5 0.5 0.1
-0.4 -0.6 -0.1
0.1 -0.3 -0.2
0.0 0.0 0.0
0.2 0.1 -0.1
0.4 -0.3 -0.2
0.1 0.2 0.0
0.0 0.0 0.1
0.0 0.0 0.0
0.0 0.0 0.0
0.0 0.0 0.0
0.0 -0.1 -0.1
0.1 -0.1 -0.1
0.2 -0.4 0.0
0.4 0.1 -0.2
0.1 0.1 -0.1
0.0 0.0 0.0
0.0 0.1 0.0
0.2 0.1 0.0
0.0 0.0 -0.1
-0.1 -0.1 -0.2
1.5 1.2 -0.5
0.0 0.0 0.0
0.8 -0.8 0.8
0.3 0.4 0.5

Results
Total charge = -2
Total energy = -9727.85738 a.u.
ΔE to the lowest compared entry with this formula, charge and spin = 2.3276 eV
Spin multiplicity = 5
Frontier orbital gap (spin up / spin down) = 7.22 / 7.23 eV
Molecular weight = 1139.16 g/mol